No. 1
{
  "formula": "C8H25O9Zn",
  "method": "wB97M-V/def2-TZVPD",
  "total_charge": 1,
  "homo_lumo_gap_ha": 0.2537,
  "molar_mass_da": 330.669,
  "total_energy_ev": -75537.2517,
  "relative_energy_kcal_mol": 82.6,
  "elements": ["Zn", "O", "H", "C", "C", "O", "O", "H", "H", "H", "H", "H", "H", "C", "C", "O", "O", "H", "H", "H", "H", "H", "H", "C", "C", "O", "O", "H", "H", "H", "H", "H", "H", "C", "C", "O", "O", "H", "H", "H", "H", "H", "H"],
  "positions_angstrom": [[33.3663, -9.0234, -20.2015], [34.0023, -7.6031, -21.2510], [34.8008, -7.0576, -21.3897], [34.1674, -11.9244, -21.6111], [35.2157, -12.8513, -20.9869], [35.0337, -14.2441, -21.2683], [34.4656, -10.4764, -21.3237], [33.1174, -12.1120, -21.3870], [34.2525, -12.1021, -22.6831], [35.4163, -12.7225, -19.9233], [36.1961, -12.5671, -21.3691], [35.8894, -14.6359, -21.4576], [35.4137, -10.4487, -21.4718], [36.5858, -3.7493, -19.6193], [35.7378, -4.8007, -20.3758], [35.6552, -4.4451, -21.7198], [36.9233, -4.3404, -18.4090], [35.9370, -2.9046, -19.3875], [37.4056, -3.5325, -20.3042], [34.7900, -4.9772, -19.8672], [36.2329, -5.7717, -20.3575], [34.7320, -4.4472, -21.9827], [37.3693, -5.1853, -18.3152], [32.7614, -5.6442, -23.8212], [33.5831, -6.7247, -24.4966], [33.4887, -8.0406, -23.9143], [33.2983, -5.3218, -22.5190], [31.7197, -5.9235, -23.6632], [32.8884, -4.7808, -24.4743], [34.6364, -6.4609, -24.4012], [33.4332, -6.9244, -25.5576], [33.7157, -8.0124, -22.9819], [33.4263, -6.1329, -22.0217], [34.2578, -10.7709, -17.9202], [35.0650, -9.4945, -17.7647], [35.0756, -8.8016, -18.9407], [33.0950, -10.5788, -18.7745], [34.0510, -11.2970, -16.9883], [34.8802, -11.5846, -18.2925], [36.0405, -9.7688, -17.3631], [34.6772, -8.8219, -16.9997], [35.7854, -8.1554, -18.9578], [32.6038, -11.4000, -18.6979]],
  "forces_ev_per_a": [[1.958, 0.230, -0.579], [-0.486, 0.009, -0.004], [-0.305, -0.765, 0.735], [0.132, 0.170, -0.490], [1.171, -0.517, 0.420], [-0.776, 1.045, -0.001], [-0.579, -2.513, -0.154], [0.202, 0.022, 0.516], [-0.075, 0.393, -0.120], [-0.829, 0.109, 0.385], [0.076, 0.366, -0.591], [0.028, -0.015, -0.064], [0.258, 0.842, -0.042], [-1.020, -2.404, -1.107], [0.458, 0.549, -0.111], [0.049, 0.306, -0.115], [0.233, 0.754, 2.483], [0.458, 0.189, -0.092], [0.240, 0.464, 0.360], [-0.384, 0.346, -0.104], [0.685, -0.371, 0.458], [-0.453, -0.051, -0.537], [0.140, 0.207, -1.148], [0.558, -0.383, 0.145], [0.910, -1.419, 0.603], [-0.728, -0.051, -0.562], [-0.407, 0.704, -0.931], [-0.104, 0.039, -0.478], [-0.407, 0.303, 0.347], [0.165, 0.558, -0.096], [-0.574, 0.575, 0.032], [0.170, 0.279, 0.328], [-0.402, -0.494, 0.179], [1.051, -0.898, 0.101], [-0.542, -0.737, 2.846], [0.261, 0.184, -1.744], [0.503, 0.495, 0.636], [-0.938, 1.029, 0.544], [0.202, 0.399, -1.191], [0.288, -0.165, -0.448], [-0.511, -0.215, 0.279], [-0.088, 0.400, -0.281], [-0.587, 0.029, -0.410]]
}


No. 2
{
  "formula": "C8H26F2NO18P2S3Ti",
  "method": "wB97M-V/def2-TZVPD",
  "total_charge": -2,
  "homo_lumo_gap_ha": [0.0899, 0.1763],
  "molar_mass_da": 668.297,
  "total_energy_ev": -126699.4896,
  "relative_energy_kcal_mol": 32.6,
  "multiplicity": 4,
  "s_squared": 3.7544,
  "elements": ["Ti", "N", "S", "O", "O", "F", "S", "O", "O", "F", "S", "O", "O", "O", "O", "C", "O", "H", "H", "H", "H", "C", "O", "H", "H", "H", "H", "C", "O", "P", "O", "O", "C", "O", "C", "H", "H", "H", "H", "H", "H", "H", "H", "H", "C", "O", "P", "O", "O", "C", "O", "C", "H", "H", "H", "H", "H", "H", "H", "H", "H"],
  "positions_angstrom": [[0.2223, -0.1814, 1.1992], [-1.4802, -1.5518, 1.8505], [-1.7305, -3.0675, 2.0359], [-1.5682, -3.9019, 0.8598], [-2.5686, -3.5144, 3.1253], [-0.2585, -3.3166, 2.7314], [-3.1273, -1.2190, 1.4164], [-4.0312, -0.7266, 2.4391], [-3.6998, -2.0523, 0.3467], [-2.7249, 0.1252, 0.5732], [3.0433, 0.6480, 2.5987], [2.0418, 1.4503, 3.2924], [2.3955, -0.2048, 1.5654], [4.1035, 1.5390, 2.0432], [3.9433, -0.1370, 3.4725], [-0.6431, -0.5335, 4.7951], [-0.8219, 0.2269, 3.6355], [-1.5896, -0.8685, 5.2251], [0.0030, -1.4109, 4.6797], [-0.0306, -0.0272, 5.5445], [-1.2379, -0.3432, 2.9731], [1.8701, -3.1049, -0.1845], [2.4945, -2.8069, 1.0576], [1.8467, -4.1913, -0.2735], [0.8363, -2.7500, -0.1984], [2.3768, -2.6783, -1.0554], [2.6127, -1.8483, 1.1522], [0.7685, -2.2499, -4.4113], [0.8921, -1.8549, -3.0378], [-0.0935, -0.7900, -2.3954], [0.1876, -0.4017, -0.9972], [-0.1334, 0.4489, -3.4066], [1.0912, 1.1509, -3.6012], [-1.5309, -1.4733, -2.6342], [-1.8106, -2.7846, -2.1413], [-0.1212, -1.8535, -4.8942], [0.9014, -3.3222, -4.5500], [1.6903, -1.8742, -4.8621], [1.2977, 1.1792, -4.6740], [1.9779, 0.7765, -3.0908], [0.9662, 2.2059, -3.3593], [-2.7572, -2.7518, -1.6030], [-1.0702, -3.2029, -1.4589], [-1.9508, -3.5094, -2.9472], [-1.9879, 2.3472, -1.8205], [-0.6732, 2.7912, -1.4924], [-0.2090, 3.1500, 0.0189], [-0.3414, 2.0436, 0.9820], [1.2947, 3.6419, -0.2005], [2.3926, 2.7210, -0.4593], [-0.9935, 4.4985, 0.2760], [-0.8451, 5.1799, 1.5275], [-2.0955, 1.2822, -1.6083], [-2.0755, 2.5466, -2.8857], [-2.7259, 2.8241, -1.1737], [2.0638, 1.6961, -0.2931], [3.2345, 2.9057, 0.2068], [2.7232, 2.9042, -1.4824], [-1.7116, 5.1536, 2.1859], [-0.6699, 6.2360, 1.3177], [0.0371, 4.8321, 2.0651]],
  "forces_ev_per_a": [[0.800, 0.458, 0.815], [0.325, 4.308, -1.766], [-0.438, -3.682, 1.174], [-0.080, 0.334, 0.109], [0.169, -0.250, 0.239], [-0.153, 0.265, -0.278], [-1.000, -4.389, 0.627], [0.811, 1.079, -0.413], [-0.098, 1.703, -1.002], [0.277, 0.430, 0.079], [6.125, 2.597, 3.553], [-1.161, -0.450, -0.274], [-2.395, -0.895, -2.050], [-1.442, 1.067, -2.541], [-2.202, -1.852, 0.626], [0.892, -0.839, 0.782], [0.499, 0.958, -0.053], [-0.083, 0.111, 0.032], [-0.333, -0.300, -0.701], [-0.466, 0.837, -0.137], [-0.429, -0.408, 0.632], [0.166, 0.144, 0.835], [-0.075, -0.724, -0.841], [-0.045, -0.017, -0.094], [-0.177, -0.118, -0.037], [0.217, 0.027, 0.025], [0.155, 0.272, 0.239], [1.333, 0.376, -0.116], [0.155, 0.028, 0.514], [-1.982, -0.929, 0.074], [0.395, -0.324, -0.932], [-0.011, -0.927, 0.558], [0.411, 1.170, -1.003], [1.338, 1.615, -0.358], [-0.714, -1.163, 0.610], [-0.031, -0.106, 0.057], [-0.669, -0.148, 0.605], [-0.307, 0.411, -0.434], [0.026, -0.445, -0.049], [-0.306, -0.328, 0.274], [-0.220, -0.157, 0.549], [0.190, 0.268, 0.201], [0.119, 0.407, 0.084], [0.272, 0.356, -0.437], [-0.001, -0.507, 0.617], [0.762, 0.602, 1.234], [1.441, -0.590, -1.614], [-0.326, 0.001, -0.165], [-1.015, 0.061, 0.147], [-0.042, 0.000, 0.070], [-0.274, -0.337, 0.405], [0.734, 0.747, 0.422], [0.131, -0.043, -0.191], [-0.470, 0.034, 0.124], [-0.125, 0.363, -0.418], [0.176, -0.050, -0.115], [-0.331, 0.021, 0.391], [-0.202, -0.180, -0.125], [-0.203, -0.625, -0.336], [0.006, -0.039, -0.293], [-0.118, -0.228, 0.068]]
}


No. 3
{
  "formula": "C8H26N4O5Y",
  "method": "wB97M-V/def2-TZVPD",
  "total_charge": 1,
  "homo_lumo_gap_ha": 0.1592,
  "molar_mass_da": 347.225,
  "total_energy_ev": -25950.2466,
  "relative_energy_kcal_mol": 24.1,
  "elements": ["O", "H", "Y", "N", "N", "O", "O", "C", "C", "C", "C", "H", "H", "H", "H", "H", "H", "H", "H", "O", "H", "H", "C", "H", "H", "H", "O", "H", "H", "N", "C", "C", "C", "N", "H", "H", "H", "H", "H", "H", "H", "H", "H", "H"],
  "positions_angstrom": [[-1.7388, 2.1926, -3.6909], [-1.5492, 2.5169, -4.5780], [-0.2783, -0.2756, 0.1460], [1.8909, -0.8648, 0.8243], [1.1879, 1.2453, -0.4567], [2.3657, -2.0154, 1.5299], [0.7621, 2.4746, -1.1123], [2.8891, -0.0583, 0.4632], [2.4946, 1.1297, -0.1885], [4.2800, -0.3671, 0.7930], [3.4283, 2.1858, -0.5689], [4.4584, -1.4328, 0.9419], [4.6306, 0.1441, 1.7018], [4.9836, -0.0379, 0.0181], [2.9091, 3.1340, -0.6932], [3.9506, 1.9872, -1.5103], [4.2221, 2.3558, 0.1616], [1.5958, -2.5478, 1.7980], [-0.0665, 2.2771, -1.6114], [-0.0059, 0.8082, 2.1758], [0.9284, 0.4918, 2.4281], [0.2133, 1.7737, 1.9257], [-1.3641, 0.7966, -3.6052], [-2.0296, 0.3500, -2.8409], [-0.3113, 0.7222, -3.2553], [-1.4726, 0.1981, -4.5280], [0.1612, -2.1526, -1.1349], [1.1104, -2.1572, -0.8425], [-0.2242, -2.9290, -0.6342], [-2.3774, 0.5690, -0.2754], [-3.0205, 0.5238, 1.0876], [-3.4706, -0.8868, 1.4819], [-2.5741, -2.1139, 1.2236], [-1.1449, -1.9448, 1.6936], [-2.8686, -0.0174, -0.9673], [-2.3177, 1.5106, -0.6840], [-2.2965, 0.9002, 1.8152], [-3.8434, 1.2526, 1.1520], [-3.7341, -0.9041, 2.5567], [-4.4376, -1.0422, 0.9746], [-3.0053, -3.0039, 1.7065], [-2.5482, -2.3823, 0.1559], [-0.6715, -2.8552, 1.7788], [-1.1113, -1.5508, 2.6442]],
  "forces_ev_per_a": [[0.090, -1.092, -0.045], [0.054, 0.003, 0.092], [2.824, 0.425, -0.041], [-3.124, -1.586, -0.116], [-3.547, -0.872, -0.845], [0.145, -0.997, 0.481], [-0.306, 0.012, -0.054], [0.212, 3.543, -1.327], [2.337, -1.853, 1.417], [1.799, 0.083, 0.217], [1.159, 0.999, -0.418], [-0.130, 0.137, -0.030], [-0.152, -0.156, 0.021], [-0.287, -0.038, -0.013], [0.026, 0.006, -0.023], [-0.084, -0.009, -0.139], [-0.115, -0.126, 0.117], [0.400, 0.631, -0.238], [1.141, 0.010, 0.351], [1.985, 2.117, 1.020], [-1.524, 0.210, -0.669], [-0.517, -1.882, 0.451], [0.203, 0.412, 0.411], [0.285, 0.116, -0.466], [-0.444, -0.124, -0.221], [-0.053, 0.551, 0.294], [-0.289, -1.925, 0.980], [-0.238, 0.321, -0.255], [0.550, 0.805, -1.163], [-1.437, 0.120, -0.482], [0.337, 0.506, -0.107], [-0.849, -0.227, 0.257], [0.459, -0.323, 0.119], [-0.440, -0.286, 0.606], [-0.135, 0.546, 0.521], [-0.389, -0.287, 0.345], [0.171, -0.072, -0.127], [0.009, -0.559, -0.112], [0.213, 0.319, -0.428], [0.359, -0.350, 0.081], [-0.120, 0.455, -0.062], [0.113, 0.233, 0.089], [-0.498, 0.378, -0.087], [-0.194, -0.174, -0.403]]
}


No. 4
{
  "formula": "C8H26O5",
  "method": "wB97M-V/def2-TZVPD",
  "smiles": "CCO.CCO.CCO.CCO.O",
  "total_charge": 0,
  "homo_lumo_gap_ha": 0.3947,
  "molar_mass_da": 202.291,
  "total_energy_ev": -18952.4984,
  "relative_energy_kcal_mol": 49.5,
  "elements": ["O", "H", "H", "C", "C", "O", "H", "H", "H", "H", "H", "H", "C", "C", "O", "H", "H", "H", "H", "H", "H", "C", "C", "O", "H", "H", "H", "H", "H", "H", "C", "C", "O", "H", "H", "H", "H", "H", "H"],
  "positions_angstrom": [[10.9581, 19.7600, 10.2942], [11.0217, 18.9918, 10.8616], [10.6946, 20.4698, 10.8799], [6.6978, 14.4467, 8.4287], [5.9268, 14.6879, 7.0923], [5.1753, 13.5357, 6.7173], [7.3921, 13.6108, 8.5137], [6.0526, 14.2596, 9.2872], [7.3138, 15.2723, 8.7851], [6.6444, 14.9431, 6.3126], [5.1914, 15.4914, 7.1348], [5.2740, 13.5137, 5.7626], [10.3302, 15.9674, 16.3376], [10.5735, 15.5817, 14.8268], [10.1088, 16.6303, 13.9534], [10.6496, 15.1430, 16.9751], [9.2619, 16.0578, 16.5338], [10.8524, 16.9040, 16.5332], [10.0835, 14.6195, 14.6778], [11.6565, 15.5779, 14.7032], [9.2482, 16.9572, 14.2257], [10.2039, 8.9120, 17.3720], [10.4525, 8.4206, 15.9579], [10.5832, 9.5105, 15.0138], [10.0211, 8.0932, 18.0678], [9.4288, 9.6753, 17.4415], [11.1061, 9.3507, 17.7982], [9.7034, 7.8742, 15.3849], [11.2501, 7.6790, 16.0028], [9.7635, 9.6119, 14.5244], [14.0600, 19.9798, 15.7274], [15.1758, 20.4311, 14.6860], [15.0785, 19.7264, 13.4653], [14.0500, 20.3045, 16.7679], [14.1948, 18.8987, 15.7626], [13.0922, 20.3292, 15.3676], [16.1187, 20.2161, 15.1888], [15.0148, 21.5069, 14.6170], [14.2184, 19.9855, 13.1266]],
  "forces_ev_per_a": [[0.064, 0.056, -0.212], [0.014, -0.281, 0.135], [-0.086, 0.199, 0.106], [-0.366, 0.172, 0.572], [0.620, -0.297, 1.041], [0.473, -0.155, -0.231], [-0.107, -0.304, -1.020], [-0.609, 0.070, -0.235], [-0.152, 0.525, -0.552], [0.115, -0.001, -0.051], [0.346, 0.418, 0.531], [-0.317, -0.426, -0.052], [-0.046, -0.498, -1.407], [-0.465, 1.524, 1.843], [0.371, -0.576, -0.025], [0.381, 0.177, 0.079], [-0.101, 0.297, -0.081], [-0.076, -0.135, 0.317], [0.203, -0.026, -0.584], [-0.165, -0.506, -0.376], [-0.092, -0.228, 0.208], [0.031, -0.034, 0.162], [-1.159, 0.112, -1.106], [1.494, 0.323, 0.507], [-0.457, -0.177, -0.173], [-0.156, -0.222, -0.054], [0.218, 0.241, -0.400], [-0.867, -0.718, 1.387], [0.839, 0.679, -0.521], [0.053, -0.196, 0.198], [0.578, -0.396, -1.064], [-1.079, 0.097, 2.566], [-0.073, 0.483, 0.601], [0.889, 0.494, -0.092], [-0.770, -0.155, -0.057], [-0.218, -0.586, -0.292], [0.234, 0.091, -0.603], [0.547, 0.182, -0.629], [-0.112, -0.221, -0.437]]
}


No. 5
{
  "formula": "C8H26O8",
  "method": "wB97M-V/def2-TZVPD",
  "smiles": "OCCO.OCCO.OCCO.CO.CO",
  "total_charge": 0,
  "homo_lumo_gap_ha": 0.3642,
  "molar_mass_da": 250.288,
  "total_energy_ev": -25094.0824,
  "relative_energy_kcal_mol": 89.4,
  "elements": ["C", "O", "H", "H", "H", "H", "C", "O", "H", "H", "H", "H", "C", "C", "O", "O", "H", "H", "H", "H", "H", "H", "C", "C", "O", "O", "H", "H", "H", "H", "H", "H", "C", "C", "O", "O", "H", "H", "H", "H", "H", "H"],
  "positions_angstrom": [[0.8679, -2.0159, -4.3863], [-0.3836, -2.1290, -3.6608], [0.7335, -1.8434, -5.4541], [1.3784, -1.1191, -4.0352], [1.4801, -2.9020, -4.2184], [-0.8425, -1.2860, -3.6412], [0.2244, -0.7952, -0.2300], [-0.8892, -0.8242, 0.5593], [0.2222, 0.2159, -0.6372], [1.0945, -0.8592, 0.4234], [0.3301, -1.5117, -1.0446], [-0.8103, -0.1377, 1.2256], [-4.3248, -0.6829, 0.4895], [-5.8223, -0.9869, 0.6151], [-6.6425, 0.0783, 0.9649], [-3.5998, -1.8113, 0.0072], [-3.8466, -0.5303, 1.4570], [-4.1494, 0.1426, -0.2004], [-6.0357, -1.8106, 1.2963], [-6.0903, -1.3058, -0.3922], [-6.7417, -0.0057, 1.9160], [-2.6861, -1.5174, 0.0251], [0.0469, 1.7494, 3.2248], [1.2013, 2.5181, 2.5424], [1.0021, 3.9776, 2.4966], [0.1315, 0.3885, 2.9256], [-0.9329, 2.1848, 3.0284], [0.0589, 1.9262, 4.3003], [1.3165, 2.0926, 1.5455], [2.1315, 2.2462, 3.0414], [1.8470, 4.3196, 2.1953], [0.4463, -0.0123, 3.7392], [3.5532, -0.1028, -1.7131], [4.1497, 1.0345, -0.8492], [3.5918, 1.0687, 0.4843], [3.8216, -1.3640, -1.0646], [4.0155, 0.0400, -2.6898], [2.4978, 0.0591, -1.9320], [4.0729, 1.9996, -1.3501], [5.2126, 0.8690, -0.6734], [3.5976, 0.1422, 0.7355], [4.7720, -1.4992, -1.0660]],
  "forces_ev_per_a": [[-0.830, 0.918, 0.488], [0.806, -0.607, -0.456], [-0.270, -0.358, -0.148], [0.431, -0.113, 0.193], [-0.277, 0.081, 0.121], [0.153, 0.089, -0.170], [1.890, 1.647, -0.218], [-2.530, -1.302, 0.542], [0.669, 0.136, -0.760], [0.479, -0.210, -0.230], [-0.732, -0.290, 0.309], [0.161, -0.148, 0.281], [0.604, -0.509, 0.695], [0.837, -1.185, -1.189], [-0.134, 0.852, 0.533], [-0.967, -0.321, -0.523], [-0.423, 0.959, 0.365], [-0.284, 0.412, 0.228], [0.449, -0.324, -0.081], [-0.328, -0.181, -0.040], [-0.210, 0.474, 0.032], [0.550, -0.170, 0.041], [0.083, 2.342, 0.679], [-0.499, 0.277, -0.169], [0.025, -1.927, 0.298], [0.027, -0.335, 0.180], [-0.103, -0.184, -0.985], [0.518, -0.195, 0.294], [-0.174, 0.225, -0.288], [0.114, 0.269, 0.278], [0.018, 0.194, -0.033], [-0.024, -0.533, -0.276], [1.126, 1.042, 0.629], [-0.328, -0.585, 0.700], [-0.152, 0.368, -1.046], [-0.819, 0.700, -0.644], [0.391, -0.641, -0.231], [-0.165, -0.478, 0.709], [-0.415, 0.078, 0.251], [0.344, -0.217, -0.558], [-0.153, -0.253, 0.294], [0.141, 0.002, -0.093]]
}